DFT (ωB97M-V/def2-TZVPD) results for a structure of composition C51H56GeN2O2P2S3SeY.

Geometry (Å):
Y (-0.4971, 0.5668, -1.3953)
O (0.2874, -1.7117, 2.6532)
C (0.3295, -1.7340, 4.0515)
C (-0.0162, -2.8855, 4.7501)
C (-0.2328, -2.8329, 6.1463)
C (-0.0820, -1.6717, 6.8296)
C (0.3227, -0.4945, 6.0973)
C (0.6165, -0.5204, 4.7516)
P (0.9385, 1.0319, 3.7509)
C (2.3365, 1.6799, 4.7039)
C (2.2247, 2.3251, 5.9641)
C (3.3680, 3.0029, 6.4175)
C (4.5782, 3.0299, 5.7622)
C (4.6942, 2.3056, 4.5375)
C (3.5695, 1.7069, 4.0231)
C (-0.4149, 2.0710, 4.4341)
C (-1.6810, 1.4383, 4.7374)
C (-2.7790, 2.1980, 5.1519)
C (-2.5843, 3.5529, 5.3461)
C (-1.3395, 4.1424, 5.0785)
C (-0.2754, 3.4303, 4.6532)
C (0.1922, -2.9082, 1.9936)
C (1.0736, -3.9800, 2.2624)
C (0.6652, -5.2371, 1.8790)
C (-0.4048, -5.4473, 1.0618)
C (-1.0806, -4.3314, 0.5757)
C (-0.7475, -3.0458, 0.9162)
P (-1.4236, -1.7565, -0.1387)
C (-3.1807, -1.4898, 0.3426)
C (-4.0951, -0.9319, -0.6032)
C (-5.4233, -0.8007, -0.2704)
C (-5.8427, -1.1393, 1.0236)
C (-4.9319, -1.5484, 2.0147)
C (-3.5866, -1.7595, 1.6425)
C (-1.2658, -2.5640, -1.7605)
C (-0.0389, -3.2008, -2.0332)
C (0.1315, -4.0659, -3.1367)
C (-0.9529, -4.3131, -3.9660)
C (-2.1429, -3.5075, -3.7511)
C (-2.3208, -2.7380, -2.6455)
H (-0.2969, -3.8764, 4.3563)
H (-0.5972, -3.7522, 6.5999)
H (-0.3254, -1.5881, 7.9212)
H (0.3156, 0.4745, 6.6568)
H (1.2385, 2.3964, 6.4658)
H (3.1398, 3.4722, 7.4207)
H (5.3904, 3.6634, 6.1486)
H (5.5499, 2.3343, 3.8969)
H (3.6631, 1.1729, 3.0282)
H (-1.7717, 0.3725, 4.7578)
H (-3.6851, 1.6870, 5.3079)
H (-3.3333, 4.1874, 5.8119)
H (-1.1975, 5.1876, 5.2443)
H (0.7448, 3.8981, 4.4450)
H (1.9846, -3.8455, 2.8261)
H (1.2016, -6.0921, 2.2468)
H (-0.7188, -6.4836, 0.7716)
H (-1.8901, -4.5158, -0.1764)
H (-3.8402, -0.6292, -1.6421)
H (-6.1163, -0.3475, -0.9869)
H (-6.8785, -1.1141, 1.2785)
H (-5.2526, -1.6661, 3.0200)
H (-2.8470, -2.0794, 2.3361)
H (0.7070, -3.1606, -1.2609)
H (1.1086, -4.4955, -3.3528)
H (-0.9795, -5.1618, -4.6192)
H (-2.9067, -3.5210, -4.5079)
H (-3.2754, -2.2626, -2.4722)
C (-3.5257, 2.4543, 0.4082)
C (-2.3786, 3.1126, -0.2409)
N (-1.2291, 2.4586, -0.2389)
C (-0.1712, 3.3409, -0.4543)
C (-0.5651, 4.6032, -0.9012)
S (-2.3038, 4.7902, -0.7347)
C (1.2241, 2.8505, -0.2838)
C (2.3496, 3.6776, -0.2027)
S (3.8034, 2.7902, -0.2244)
C (2.8501, 1.2693, -0.1350)
N (1.5530, 1.4435, -0.3135)
C (3.5371, -0.0541, -0.0097)
H (-4.4693, 2.4691, -0.1461)
H (-3.7176, 2.9605, 1.4289)
H (-3.2040, 1.4493, 0.6948)
H (0.0848, 5.4270, -1.2505)
H (2.4403, 4.7650, -0.1747)
H (4.0675, -0.1773, 0.9802)
H (4.2283, -0.1092, -0.8212)
H (2.8033, -0.8546, -0.1153)
C (-2.1275, 0.1385, -5.4975)
S (-1.6153, 1.5293, -4.5535)
C (-3.2022, 2.3176, -4.4754)
O (-1.6013, 0.9246, -3.0844)
H (-2.5467, 0.5634, -6.3919)
H (-2.8674, -0.4763, -4.9301)
H (-1.2702, -0.5546, -5.7461)
H (-3.2410, 2.7335, -3.4632)
H (-3.9829, 1.5358, -4.5835)
H (-3.3200, 3.0623, -5.3119)
C (4.7960, -0.3706, -4.7082)
Ge (3.2486, -0.5848, -5.9954)
C (2.7797, -2.3785, -6.8688)
C (3.2531, 0.7294, -7.3938)
C (1.6696, -0.5380, -4.8618)
Se (2.1184, 0.1981, -3.0292)
C (2.0366, 2.1932, -3.4745)
H (4.7870, -1.2391, -4.0638)
H (4.7151, 0.4381, -3.9858)
H (5.7384, -0.2358, -5.3122)
H (3.6814, -2.7065, -7.5245)
H (1.9099, -2.2090, -7.5220)
H (2.6256, -3.1891, -6.1078)
H (4.2258, 0.7012, -7.8987)
H (3.2189, 1.7082, -6.8722)
H (2.4516, 0.5264, -8.1604)
H (1.0854, -1.5097, -4.7754)
H (0.9533, 0.1944, -5.2810)
H (3.0221, 2.7124, -3.5515)
H (1.4397, 2.7287, -2.7671)
H (1.5213, 2.2693, -4.4473)

Cartesian forces (eV/Å) of the 6 atoms listed first:
Y 1.9 -0.9 1.5
O 0.3 0.0 -0.7
C 0.1 -0.4 1.0
C -0.8 -0.4 0.8
C 0.1 -0.7 -1.1
C 0.2 2.3 0.6

## Properties
Charge: +3
DFT total energy: -234835.473 eV
Maximum force: 0.060 Eh/bohr
Highest occupied orbital energy: -13.740 eV
Orbital gap: 0.219 hartree